ORCA calculation (ωB97M-V/def2-TZVPD) on a 4-piece molecular cluster, C3H13NO3 overall at a distorted geometry.

Values from the calculation:
Kohn-Sham gap: 8.82 eV
Total charge: 0
Spin multiplicity: 1
E_LUMO: 0.52 eV
Energy relative to the best compared isomer or geometry (same formula, charge and spin): 188.9 kJ/mol
E: -10952.814 eV
Structure (SMILES): C=C(C)N.O.O.O

The geometry in XYZ format:
```
20
C3H13NO3 (ωB97M-V/def2-TZVPD)
C -0.888 -0.996 1.390
C -0.145 -1.483 0.174
C -0.802 -1.518 -1.014
N 1.209 -1.870 0.156
H -1.927 -0.696 1.336
H -0.467 0.001 1.796
H -0.929 -1.726 2.242
H -0.287 -1.995 -1.840
H -1.801 -1.224 -1.346
H 1.600 -2.303 0.949
H 1.401 -2.580 -0.450
H -2.324 1.908 -0.601
H -2.428 1.123 -1.948
O -1.856 1.633 -1.317
H 2.404 2.338 1.709
H 1.754 3.322 0.669
O 1.982 3.178 1.628
H 1.237 0.309 -1.581
H 0.753 1.604 -1.070
O 1.513 0.975 -0.881
```

ORCA calculation (ωB97M-V/def2-TZVPD) on C5H6N as an isolated structure at a distorted geometry.

Values from the calculation:
Kohn-Sham gap (spin up / spin down): 5.66 / 7.34 eV
Total charge: +1
Spin multiplicity: 3
E_LUMO (spin up / spin down): -4.11 / -9.36 eV
Energy relative to the best compared isomer or geometry (same formula, charge and spin): 795.8 kJ/mol
E: -6752.671 eV

The geometry in XYZ format:
```
12
C5H6N (ωB97M-V/def2-TZVPD)
C -0.444 1.188 0.451
C -1.048 -0.172 0.640
C -0.134 0.741 1.733
C 0.475 -0.452 1.096
C 0.382 -0.740 -1.882
N 0.184 0.078 -0.182
H -1.033 2.072 0.075
H -0.474 1.190 2.705
H 0.740 -1.456 1.516
H 0.503 -1.778 -1.493
H -0.517 -0.425 -2.526
H 1.367 -0.247 -2.133
```

ORCA calculation (ωB97M-V/def2-TZVPD) on C36H63BrClF3IN5O4S as an isolated structure at a distorted geometry.

Values from the calculation:
Kohn-Sham gap (spin up / spin down): 5.86 / 3.12 eV
Total charge: +1
Spin multiplicity: 4
E_LUMO (spin up / spin down): -4.44 / -7.43 eV
E: -163630.030 eV

The geometry in XYZ format:
```
115
C36H63BrClF3IN5O4S (ωB97M-V/def2-TZVPD)
C -4.104 -5.864 -1.999
C -3.302 -4.615 -1.543
C -4.107 -3.499 -0.761
F -3.475 -3.161 0.358
F -4.345 -2.401 -1.453
F -5.298 -3.934 -0.383
S -2.734 -3.660 -3.063
C -1.443 -2.924 -2.066
Cl -0.891 -1.385 -2.539
N -1.048 -3.664 -1.083
C 0.060 -3.265 -0.181
C -0.361 -2.701 1.201
C -0.350 -3.782 2.344
Br -2.138 -4.025 3.140
C -1.846 -4.909 -1.043
I -0.693 -6.139 -2.486
O -1.877 -5.498 0.261
C -1.463 -6.747 0.298
N -1.403 -7.860 0.454
H -4.446 -5.669 -3.026
H -5.007 -6.015 -1.396
H -3.509 -6.782 -1.936
H 0.781 -4.094 -0.079
H 0.623 -2.478 -0.705
H -1.334 -2.195 1.174
H 0.403 -1.958 1.476
H 0.288 -3.461 3.173
H 0.008 -4.714 1.892
C 5.254 2.681 -4.360
C 4.856 1.216 -4.026
C 4.937 0.346 -5.289
C 3.794 0.583 -6.273
C 2.446 0.458 -5.572
C 2.335 1.353 -4.334
N 3.496 1.191 -3.411
O 3.351 0.061 -2.777
C 2.200 2.822 -4.786
C 1.013 1.063 -3.622
C 5.940 0.733 -3.055
H 6.247 2.926 -3.983
H 5.267 2.878 -5.433
H 4.588 3.404 -3.890
H 4.927 -0.713 -5.006
H 5.892 0.514 -5.792
H 3.897 1.565 -6.745
H 3.857 -0.147 -7.084
H 1.649 0.704 -6.279
H 2.293 -0.591 -5.293
H 2.211 3.498 -3.930
H 1.258 2.974 -5.313
H 2.982 3.133 -5.477
H 0.914 0.012 -3.349
H 0.166 1.299 -4.268
H 0.912 1.664 -2.715
H 5.918 1.305 -2.125
H 6.924 0.860 -3.507
H 5.842 -0.325 -2.809
C -5.577 1.425 -2.037
C -4.113 1.764 -1.640
C -3.807 1.216 -0.237
C -4.451 2.022 0.889
C -4.104 3.502 0.757
C -4.442 4.071 -0.625
N -3.892 3.233 -1.733
O -2.609 3.447 -1.806
C -5.974 4.203 -0.756
C -3.938 5.516 -0.707
C -3.251 0.989 -2.642
H -5.622 0.622 -2.774
H -6.178 1.105 -1.185
H -6.079 2.268 -2.508
H -2.722 1.210 -0.074
H -4.130 0.173 -0.169
H -5.535 1.875 0.889
H -4.097 1.645 1.851
H -4.634 4.065 1.529
H -3.036 3.631 0.964
H -6.255 4.520 -1.761
H -6.352 4.950 -0.058
H -6.509 3.282 -0.526
H -2.869 5.597 -0.507
H -4.442 6.136 0.035
H -4.135 5.946 -1.690
H -3.411 1.349 -3.661
H -3.510 -0.070 -2.615
H -2.186 1.059 -2.416
C 2.885 1.234 4.009
C 1.825 0.352 4.726
C 1.231 1.107 5.924
C 2.173 1.197 7.120
C 2.686 -0.185 7.508
C 3.320 -0.935 6.332
N 2.438 -0.949 5.125
O 1.480 -1.806 5.336
C 4.683 -0.292 5.999
C 3.681 -2.355 6.782
C 0.709 0.172 3.689
H 2.511 1.633 3.066
H 3.194 2.090 4.612
H 3.777 0.668 3.743
H 0.311 0.609 6.252
H 0.936 2.114 5.617
H 3.005 1.872 6.899
H 1.643 1.642 7.965
H 3.413 -0.085 8.317
H 1.853 -0.766 7.917
H 5.122 -0.743 5.108
H 5.384 -0.438 6.821
H 4.626 0.785 5.844
H 2.821 -2.902 7.169
H 4.418 -2.322 7.585
H 4.111 -2.931 5.960
H 1.072 -0.379 2.818
H 0.357 1.146 3.351
H -0.158 -0.353 4.093
```

ORCA calculation (ωB97M-V/def2-TZVPD) on C17H19BiN4S2 as an isolated structure at a distorted geometry.

Values from the calculation:
Kohn-Sham gap: 7.09 eV
Total charge: +2
Spin multiplicity: 1
E_LUMO: -7.45 eV
E: -51392.932 eV

The geometry in XYZ format:
```
43
C17H19BiN4S2 (ωB97M-V/def2-TZVPD)
Bi 0.122 -0.561 0.006
C -0.455 -1.594 -3.081
C -0.930 -2.510 -2.149
C -0.027 -3.250 -1.381
C 1.345 -3.090 -1.571
C 1.815 -2.173 -2.505
C 0.917 -1.420 -3.252
H -1.151 -1.049 -3.705
H -1.994 -2.684 -2.046
H -0.394 -3.998 -0.688
H 2.035 -3.725 -1.028
H 2.879 -2.067 -2.680
H 1.285 -0.733 -4.004
C -3.546 1.398 4.095
S -3.775 0.059 2.906
C -2.220 -0.061 2.210
S -2.061 -1.335 0.985
N -1.259 0.727 2.587
N -0.057 0.545 2.024
C 1.004 0.958 2.617
C 2.306 0.506 2.154
C 3.489 0.986 2.699
C 4.691 0.428 2.284
C 4.673 -0.602 1.358
C 3.451 -1.021 0.848
N 2.301 -0.480 1.237
H -4.506 1.527 4.588
H -3.261 2.309 3.578
H -2.788 1.116 4.820
H 0.920 1.553 3.521
H 3.459 1.780 3.434
H 5.627 0.790 2.685
H 5.585 -1.086 1.038
H 3.389 -1.824 0.125
C -3.232 1.976 -3.317
C -2.264 2.848 -2.489
C -1.574 2.062 -1.504
N -1.044 1.411 -0.717
H -3.821 2.623 -3.960
H -3.910 1.422 -2.670
H -2.687 1.273 -3.944
H -2.814 3.638 -1.974
H -1.525 3.327 -3.135
```

ORCA calculation (ωB97M-V/def2-TZVPD) on C3H3N3O as an isolated structure.

Values from the calculation:
Kohn-Sham gap (spin up / spin down): 9.04 / 9.04 eV
Total charge: 0
Spin multiplicity: 1
E_LUMO (spin up / spin down): -0.87 / -0.87 eV
Energy relative to the best compared isomer or geometry (same formula, charge and spin): 508.2 kJ/mol
E: -9672.187 eV

The geometry in XYZ format:
```
10
C3H3N3O (ωB97M-V/def2-TZVPD)
O 1.566 -0.542 0.550
C 0.964 -0.048 -0.465
C 0.445 1.318 -0.262
N -0.577 1.170 0.505
N -0.991 -0.112 0.860
C -0.970 -0.926 -0.287
N 0.078 -0.894 -1.050
H 0.429 -0.603 1.148
H 0.815 2.292 -0.554
H -1.759 -1.656 -0.444
```

ORCA calculation (ωB97M-V/def2-TZVPD) on C45H43NO8S2TeV as an isolated structure at a distorted geometry.

Values from the calculation:
Kohn-Sham gap (spin up / spin down): 6.30 / 7.12 eV
Total charge: 0
Spin multiplicity: 2
E_LUMO (spin up / spin down): -1.41 / -0.65 eV
E: -119886.348 eV

The geometry in XYZ format:
```
101
C45H43NO8S2TeV (ωB97M-V/def2-TZVPD)
V 0.139 -0.053 -0.061
C 1.062 -5.658 3.396
C 1.415 -4.257 2.946
C 2.702 -3.730 3.553
O 1.483 -4.258 1.526
C 0.997 -2.998 1.098
C -0.169 -2.792 2.078
O 0.359 -3.356 3.273
C -0.740 -1.358 2.348
O 0.077 -0.373 1.743
C -2.169 -1.229 1.784
C -3.090 -2.275 1.794
C -4.358 -2.114 1.259
C -4.740 -0.903 0.702
C -3.850 0.158 0.724
C -2.585 0.000 1.276
C -0.804 -1.047 3.850
C -0.184 0.083 4.361
C -0.291 0.393 5.713
C -1.022 -0.417 6.562
C -1.652 -1.546 6.053
C -1.545 -1.854 4.709
C 0.581 -3.033 -0.379
O 0.118 -1.691 -0.568
C -0.584 -3.981 -0.654
C -1.847 -3.522 -0.994
C -2.874 -4.423 -1.247
C -2.652 -5.786 -1.156
C -1.386 -6.250 -0.821
C -0.357 -5.355 -0.579
C 1.674 -3.281 -1.399
C 1.379 -2.988 -2.728
C 2.284 -3.286 -3.730
C 3.502 -3.872 -3.414
C 3.806 -4.151 -2.091
C 2.894 -3.864 -1.083
H 1.836 -6.361 3.091
H 0.114 -5.952 2.947
H 0.970 -5.688 4.481
H 3.534 -4.394 3.317
H 2.599 -3.663 4.635
H 2.919 -2.732 3.170
H 1.764 -2.225 1.212
H -0.979 -3.431 1.717
H -2.828 -3.240 2.207
H -5.047 -2.949 1.268
H -5.726 -0.784 0.273
H -4.142 1.124 0.332
H -1.937 0.864 1.361
H 0.387 0.721 3.703
H 0.203 1.277 6.095
H -1.105 -0.174 7.613
H -2.228 -2.189 6.706
H -2.033 -2.743 4.333
H -2.046 -2.461 -1.063
H -3.854 -4.045 -1.512
H -3.452 -6.486 -1.354
H -1.196 -7.314 -0.756
H 0.629 -5.723 -0.334
H 0.431 -2.527 -2.978
H 2.040 -3.054 -4.758
H 4.213 -4.110 -4.195
H 4.756 -4.600 -1.835
H 3.135 -4.099 -0.056
C 3.495 4.932 -1.579
C 2.430 4.578 -2.575
C 1.576 5.553 -3.086
C 0.577 5.223 -3.986
C 0.425 3.900 -4.376
C 1.276 2.916 -3.896
C 2.277 3.262 -3.003
S -0.953 3.450 -5.382
O -1.225 4.523 -6.290
O -0.741 2.103 -5.819
N -2.242 3.415 -4.364
C -2.294 2.442 -3.284
C -1.591 2.858 -1.982
C -0.753 1.787 -1.356
O -0.433 1.872 -0.117
O -0.397 0.738 -1.948
H 3.555 6.009 -1.427
H 4.470 4.577 -1.914
H 3.289 4.462 -0.615
H 1.698 6.584 -2.777
H -0.075 5.986 -4.390
H 1.144 1.890 -4.212
H 2.942 2.495 -2.627
H -2.599 4.338 -4.161
H -1.878 1.509 -3.664
H -3.349 2.252 -3.081
H -2.306 3.156 -1.212
H -0.939 3.725 -2.127
Te 2.673 0.453 0.565
C 3.857 0.637 -1.142
C 4.965 1.436 -1.243
C 5.624 1.304 -2.493
C 5.001 0.414 -3.315
S 3.637 -0.288 -2.560
H 5.295 2.099 -0.458
H 6.511 1.851 -2.771
H 5.276 0.138 -4.319
```

ORCA calculation (ωB97M-V/def2-TZVPD) on a 3-piece molecular cluster, C2H3BrSi overall at a distorted geometry.

Values from the calculation:
Kohn-Sham gap: 8.10 eV
Total charge: 0
Spin multiplicity: 1
E_LUMO: -1.25 eV
Energy relative to the best compared isomer or geometry (same formula, charge and spin): 262.5 kJ/mol
E: -80038.546 eV

The geometry in XYZ format:
```
7
C2H3BrSi (ωB97M-V/def2-TZVPD)
C 0.304 2.643 0.154
C 0.409 1.446 -0.024
Si 1.005 -0.316 -0.364
Br 3.213 0.029 0.028
H 0.466 3.606 0.537
H 2.699 -3.652 -0.832
H 1.585 -3.705 -0.665
```

ORCA calculation (ωB97M-V/def2-TZVPD) on C30H39AsO6V as an isolated structure at a distorted geometry.

Values from the calculation:
Kohn-Sham gap (spin up / spin down): 8.16 / 7.93 eV
Total charge: +2
Spin multiplicity: 2
E_LUMO (spin up / spin down): -5.17 / -4.90 eV
Energy relative to the best compared isomer or geometry (same formula, charge and spin): 102.7 kJ/mol
E: -130537.433 eV

The geometry in XYZ format:
```
77
C30H39AsO6V (ωB97M-V/def2-TZVPD)
V -0.737 0.335 -0.104
C 2.889 0.899 0.535
C 2.938 0.734 -1.002
O 1.640 0.372 -1.448
C 1.598 -0.495 -2.566
C 0.302 -1.314 -2.481
O -0.817 -0.548 -2.059
C -1.252 0.456 -2.970
C -0.706 1.845 -2.607
O -1.005 2.022 -1.232
C -0.336 3.087 -0.574
C -0.683 2.989 0.914
O -0.423 1.659 1.308
C -0.405 1.348 2.687
C -0.865 -0.118 2.824
O -0.456 -0.952 1.746
C 0.730 -1.721 1.959
C 1.903 -1.209 1.112
O 1.804 0.204 1.108
H 2.726 1.946 0.806
H 3.839 0.570 0.972
H 3.655 -0.044 -1.274
H 3.257 1.671 -1.475
H 2.454 -1.182 -2.559
H 1.639 0.088 -3.496
H 0.405 -2.102 -1.724
H 0.101 -1.783 -3.453
H -2.344 0.494 -2.868
H -0.996 0.185 -3.998
H -1.217 2.613 -3.207
H 0.374 1.925 -2.774
H -0.662 4.057 -0.975
H 0.750 2.989 -0.711
H -1.750 3.223 1.065
H -0.074 3.696 1.492
H -1.100 1.990 3.243
H 0.615 1.479 3.072
H -1.962 -0.150 2.815
H -0.513 -0.516 3.782
H 0.504 -2.758 1.681
H 0.998 -1.686 3.018
H 1.836 -1.613 0.092
H 2.853 -1.528 1.556
C -5.457 2.843 -3.055
C -4.858 3.413 -1.944
C -4.199 2.616 -1.022
C -4.143 1.236 -1.188
C -4.718 0.676 -2.329
C -5.377 1.474 -3.250
As -3.143 0.103 0.073
C -4.067 0.398 1.788
C -4.217 1.667 2.346
C -4.851 1.833 3.566
C -5.331 0.732 4.256
C -5.160 -0.537 3.727
C -4.524 -0.705 2.509
C -3.801 -1.673 -0.373
C -2.902 -2.718 -0.544
C -3.358 -3.985 -0.874
C -4.715 -4.212 -1.032
C -5.622 -3.180 -0.837
C -5.169 -1.916 -0.505
H -5.985 3.464 -3.763
H -4.912 4.480 -1.792
H -3.739 3.087 -0.161
H -4.666 -0.398 -2.484
H -5.834 1.023 -4.117
H -3.861 2.542 1.818
H -4.976 2.825 3.971
H -5.837 0.864 5.199
H -5.529 -1.403 4.256
H -4.387 -1.699 2.095
H -1.836 -2.529 -0.401
H -2.661 -4.798 -1.008
H -5.069 -5.192 -1.305
H -6.679 -3.362 -0.946
H -5.871 -1.103 -0.340
```

ORCA calculation (ωB97M-V/def2-TZVPD) on the molecule C5H3ClS2 at a distorted geometry.

Values from the calculation:
Kohn-Sham gap: 8.39 eV
Total charge: 0
Spin multiplicity: 1
E_LUMO: -0.57 eV
Energy relative to the best compared isomer or geometry (same formula, charge and spin): 19.2 kJ/mol
E: -39423.365 eV
Structure (SMILES): C#C/C(=C/Cl)C(=S)S

The geometry in XYZ format:
```
11
C5H3ClS2 (ωB97M-V/def2-TZVPD)
C 0.273 -1.312 0.285
C -0.123 0.153 0.111
C -1.364 0.581 0.360
C 0.979 1.027 -0.185
C 1.911 1.757 -0.266
H -1.043 -1.712 -1.602
H -1.549 1.652 0.426
H 2.746 2.408 -0.383
S -0.088 -2.420 -0.991
S 1.038 -1.783 1.659
Cl -2.779 -0.350 0.588
```

ORCA calculation (ωB97M-V/def2-TZVPD) on a 2-piece molecular cluster, C5H12N2S overall at a distorted geometry.

Values from the calculation:
Kohn-Sham gap (spin up / spin down): 3.34 / 6.42 eV
Total charge: -1
Spin multiplicity: 2
E_LUMO (spin up / spin down): 3.30 / 3.24 eV
E: -19192.874 eV

The geometry in XYZ format:
```
20
C5H12N2S (ωB97M-V/def2-TZVPD)
C -0.708 -0.193 2.178
C -1.147 -0.885 0.884
S 0.098 -2.071 0.364
N -1.857 0.569 2.678
H -0.462 -0.964 2.912
H 0.192 0.392 1.966
H -2.067 -1.414 1.127
H -1.279 -0.123 0.114
H -0.612 -2.727 -0.569
H -1.672 0.923 3.611
H -1.956 1.422 2.137
C 0.512 0.786 -2.324
C 1.126 1.491 -3.314
C 1.633 1.506 -0.409
N 0.500 1.095 -0.998
H -0.076 -0.090 -2.615
H 1.715 2.378 -3.130
H 0.990 1.138 -4.332
H 1.550 1.855 0.616
H 2.599 1.344 -0.890
```

ORCA calculation (ωB97M-V/def2-TZVPD) on C4H6N4 as an isolated structure at a distorted geometry.

Values from the calculation:
Kohn-Sham gap: 8.40 eV
Total charge: 0
Spin multiplicity: 1
E_LUMO: 0.44 eV
Energy relative to the best compared isomer or geometry (same formula, charge and spin): 561.0 kJ/mol
E: -10200.125 eV

The geometry in XYZ format:
```
14
C4H6N4 (ωB97M-V/def2-TZVPD)
C -1.310 1.446 0.689
C -0.542 0.269 0.244
C 0.609 0.259 -0.527
C 1.123 -0.975 -0.882
H -0.674 1.815 1.623
H -2.470 1.328 0.723
H -1.102 2.441 0.035
H 0.895 1.274 -0.963
H 2.832 -0.577 -2.196
H -1.241 -0.849 1.620
N 1.913 -1.364 -1.752
N 0.653 -2.181 -0.213
N -0.017 -2.087 0.737
N -0.669 -0.798 0.861
```

ORCA calculation (ωB97M-V/def2-TZVPD) on C3H4FeO4 as an isolated structure at a distorted geometry.

Values from the calculation:
Kohn-Sham gap (spin up / spin down): 10.74 / 8.07 eV
Total charge: +3
Spin multiplicity: 6
E_LUMO (spin up / spin down): -15.46 / -18.12 eV
E: -45711.186 eV

The geometry in XYZ format:
```
12
C3H4FeO4 (ωB97M-V/def2-TZVPD)
C -0.731 -0.381 1.301
C 0.048 -1.233 0.321
O 0.078 -0.568 -0.947
C 0.254 0.717 -0.932
O -0.175 0.142 2.307
O 0.374 1.362 -1.978
O 0.385 1.246 0.237
Fe 0.655 1.198 -3.734
H -1.821 -0.300 1.149
H -0.449 -2.195 0.154
H 1.076 -1.366 0.681
H 0.306 1.379 1.441
```